No. 1
ORCA calculation (ωB97M-V/def2-TZVPD) on the ion C4H5N2O3S with charge -1.

Values from the calculation:
E: -888.8439 a.u.
SMILES: Cn1ccnc1S(=O)(=O)[O-]
Orbital gap: 8.3 eV
Molecular weight: 161.162 g/mol
Multiplicity: 1
Charge: -1

Each atom is followed by the atoms it is bonded to, with distances in Å.
Atoms and positions in Å:
1 C 0.89 -1.40 0.30  N2 1.355, H11 1.090, H12 1.078, H13 1.009
2 N 0.79 -0.06 0.14  C1 1.355, C3 1.353, C6 1.666
3 C 1.59 1.01 -0.10  N2 1.353, C4 1.414, H14 1.039
4 C 0.83 2.19 -0.27  C3 1.414, N5 1.366, H15 0.995
5 N -0.50 1.92 -0.10  C4 1.366, C6 1.295
6 C -0.72 0.65 0.05  N2 1.666, N5 1.295, S7 1.797
7 S -2.09 -0.50 -0.06  C6 1.797, O8 1.476, O9 1.451, O10 1.473
8 O -3.19 0.47 0.19  S7 1.476
9 O -2.04 -1.03 -1.41  S7 1.451
10 O -1.86 -1.47 1.02  S7 1.473
11 H 0.89 -2.02 -0.60  C1 1.090
12 H 1.64 -1.77 0.97  C1 1.078
13 H 0.13 -1.84 0.80  C1 1.009
14 H 2.56 0.73 -0.31  C3 1.039
15 H 1.08 3.09 -0.61  C4 0.995



No. 2
ORCA calculation (ωB97M-V/def2-TZVPD) on the ion C4H5N2O4P with charge -2.

Values from the calculation:
E: -907.1566 a.u.
Orbital gap: 6.0 eV
Molecular weight: 176.068 g/mol
Multiplicity: 1
Charge: -2

Each atom is followed by the atoms it is bonded to, with distances in Å.
Atoms and positions in Å:
1 C 1.12 -2.46 -0.42  C2 1.380, N5 1.438, H12 1.037
2 C 0.01 -1.68 -0.64  C1 1.380, N6 1.292, H13 1.120
3 C 2.18 -0.45 0.04  N5 1.233, P11 1.920
4 C -0.58 1.71 0.18  O10 1.426, H14 1.026, H15 1.121, H16 1.081
5 N 2.26 -1.68 -0.03  C1 1.438, C3 1.233
6 N 0.14 -0.43 -0.33  C2 1.292, O10 1.408
7 O 4.45 0.28 0.91  P11 1.506
8 O 2.62 2.09 0.74  P11 1.473
9 O 2.50 0.39 2.56  P11 1.505
10 O -0.98 0.42 -0.28  C4 1.426, N6 1.408
11 P 3.07 0.77 1.22  C3 1.920, O7 1.506, O8 1.473, O9 1.505
12 H 1.34 -3.44 -0.66  C1 1.037
13 H -1.07 -1.89 -0.89  C2 1.120
14 H -1.31 2.03 0.83  C4 1.026
15 H -0.55 2.42 -0.69  C4 1.121
16 H 0.50 1.62 0.28  C4 1.081



No. 3
ORCA calculation (ωB97M-V/def2-TZVPD) on a cluster of 2 separate species, C4H5N2P in total.

Values from the calculation:
E: -606.1309 a.u.
Orbital gap (alpha / beta): 8.2 / 6.8 eV
Molecular weight: 112.072 g/mol
Multiplicity: 1
Charge: 0

Each atom is followed by the atoms it is bonded to, with distances in Å.
Atoms and positions in Å:
1 C 0.89 -1.35 -0.71  C4 1.380, N5 1.160
2 C 0.21 -0.43 1.38  C4 1.389, N6 1.134
3 C -1.42 -0.40 -0.58  C4 1.530, H8 1.115, H9 1.037, H10 1.133
4 C -0.05 -0.67 0.04  C1 1.380, C2 1.389, C3 1.530
5 N 1.83 -1.86 -1.15  C1 1.160
6 N 0.26 -0.14 2.48  C2 1.134
7 P 1.52 2.15 -0.46  H11 1.550, H12 1.406
8 H -1.55 0.67 -0.86  C3 1.115
9 H -1.67 -0.98 -1.40  C3 1.037
10 H -2.20 -0.64 0.21  C3 1.133
11 H 1.94 1.60 0.93  P7 1.550
12 H 0.24 2.05 0.13  P7 1.406



No. 4
ORCA calculation (ωB97M-V/def2-TZVPD) on the ion C4H5N2S with charge -1.

Values from the calculation:
E: -662.9716 a.u.
Orbital gap: 5.1 eV
Molecular weight: 113.165 g/mol
Multiplicity: 1
Charge: -1

Each atom is followed by the atoms it is bonded to, with distances in Å.
Atoms and positions in Å:
1 C -0.45 -1.19 -1.51  C2 1.390, C3 1.361, H8 1.211
2 C -0.11 0.14 -1.29  C1 1.390, N5 1.470, H9 1.192
3 C -0.48 -2.23 -0.62  C1 1.361, S7 1.605
4 C -0.33 0.51 1.09  N5 1.275, N6 1.377
5 N 0.22 0.80 -0.02  C2 1.470, C4 1.275, H10 1.114
6 N 0.13 1.35 2.09  C4 1.377, H11 1.073, H12 1.038
7 S 0.39 -3.37 0.10  C3 1.605
8 H -0.88 -1.31 -2.63  C1 1.211
9 H -0.29 0.83 -2.24  C2 1.192
10 H 1.16 1.40 -0.09  N5 1.114
11 H -0.32 1.11 3.04  N6 1.073
12 H 0.96 1.97 2.08  N6 1.038



No. 5
ORCA calculation (ωB97M-V/def2-TZVPD) on the molecule C4H5N3.

Values from the calculation:
E: -319.6382 a.u.
SMILES: CNC(C#N)C#N
Orbital gap: 11.0 eV
Molecular weight: 95.105 g/mol
Multiplicity: 1
Charge: 0

Each atom is followed by the atoms it is bonded to, with distances in Å.
Atoms and positions in Å:
1 C -1.65 0.04 0.13  N2 1.458, H8 1.098, H9 1.095, H10 1.096
2 N -0.46 -0.51 -0.50  C1 1.458, C3 1.447, H11 1.012
3 C 0.78 -0.33 0.22  N2 1.447, C4 1.474, C6 1.497, H12 1.099
4 C 1.86 -0.77 -0.68  C3 1.474, N5 1.154
5 N 2.67 -1.12 -1.43  C4 1.154
6 C 1.04 1.07 0.69  C3 1.497, N7 1.157
7 N 1.18 2.15 1.07  C6 1.157
8 H -2.35 -0.74 0.47  C1 1.098
9 H -2.18 0.66 -0.61  C1 1.095
10 H -1.36 0.66 0.98  C1 1.096
11 H -0.34 -0.14 -1.44  N2 1.012
12 H 0.82 -0.98 1.10  C3 1.099



No. 6
ORCA calculation (ωB97M-V/def2-TZVPD) on the molecule C4H5N3.

Values from the calculation:
E: -319.5454 a.u.
Orbital gap: 9.1 eV
Molecular weight: 95.105 g/mol
Multiplicity: 1
Charge: 0

Each atom is followed by the atoms it is bonded to, with distances in Å.
Atoms and positions in Å:
1 N -2.19 -0.30 -1.38  C2 1.158
2 C -1.18 0.11 -0.99  N1 1.158, C4 1.497
3 C 0.33 -1.60 -0.46  N7 1.332, H8 1.112
4 C -0.16 1.14 -0.62  C2 1.497, N5 1.447, H9 1.095, H10 1.090
5 N 0.54 1.12 0.65  C4 1.447, C6 1.262
6 C 0.70 0.05 1.30  N5 1.262, N7 1.421, H11 1.092
7 N 0.27 -1.21 0.81  C3 1.332, C6 1.421, H12 1.015
8 H 1.04 -0.90 -0.95  C3 1.112
9 H 0.57 1.20 -1.43  C4 1.095
10 H -0.76 2.05 -0.64  C4 1.090
11 H 1.18 0.08 2.28  C6 1.092
12 H -0.35 -1.73 1.43  N7 1.015



No. 7
ORCA calculation (ωB97M-V/def2-TZVPD) on a cluster of 2 separate species, C4H5N3 in total.

Values from the calculation:
E: -319.5274 a.u.
Orbital gap: 10.4 eV
Molecular weight: 95.105 g/mol
Multiplicity: 1
Charge: 0

Each atom is followed by the atoms it is bonded to, with distances in Å.
Atoms and positions in Å:
1 C -1.61 0.72 0.52  N7 1.621, H8 1.123, H9 1.094, H10 1.061
2 N -0.03 -0.36 -0.76  C3 1.258, H11 1.010
3 C 1.07 -0.69 -0.26  N2 1.258, C4 1.436, H12 1.097
4 C 2.06 -1.41 -1.02  C3 1.436, N5 1.155
5 N 2.84 -1.95 -1.68  C4 1.155
6 C 0.70 1.46 1.74  N7 1.188
7 N -0.23 1.41 1.00  C1 1.621, C6 1.188
8 H -1.84 -0.37 0.38  C1 1.123
9 H -1.95 1.21 -0.39  C1 1.094
10 H -2.09 1.02 1.42  C1 1.061
11 H -0.25 -0.65 -1.70  N2 1.010
12 H 1.32 -0.38 0.76  C3 1.097



No. 8
ORCA calculation (ωB97M-V/def2-TZVPD) on the molecule C4H5N3.

Values from the calculation:
E: -319.5899 a.u.
SMILES: N#C[C@H]1CN=CN1
Orbital gap: 9.3 eV
Molecular weight: 95.105 g/mol
Multiplicity: 1
Charge: 0

Each atom is followed by the atoms it is bonded to, with distances in Å.
Atoms and positions in Å:
1 N 2.39 -0.78 1.37  C2 1.155
2 C 1.62 -0.65 0.52  N1 1.155, C3 1.447
3 C 0.71 -0.30 -0.55  C2 1.447, C4 1.518, N7 1.821, H8 1.131
4 C -0.69 -0.89 -0.55  C3 1.518, N5 1.444, H9 1.102, H10 1.089
5 N -1.60 -0.10 0.24  C4 1.444, C6 1.275
6 C -1.06 1.01 0.55  N5 1.275, N7 1.360, H11 1.096
7 N 0.24 1.27 0.25  C3 1.821, C6 1.360, H12 1.036
8 H 1.20 -0.62 -1.52  C3 1.131
9 H -1.11 -1.04 -1.56  C4 1.102
10 H -0.52 -1.89 -0.15  C4 1.089
11 H -1.66 1.77 1.05  C6 1.096
12 H 0.50 2.27 0.36  N7 1.036



No. 9
ORCA calculation (ωB97M-V/def2-TZVPD) on the molecule C4H5N3.

Values from the calculation:
E: -319.5525 a.u.
Orbital gap: 7.0 eV
Molecular weight: 95.105 g/mol
Multiplicity: 1
Charge: 0

Each atom is followed by the atoms it is bonded to, with distances in Å.
Atoms and positions in Å:
1 N 1.21 -0.95 1.32  C2 1.727, H8 1.027, H9 1.032, H10 1.028
2 C 0.10 -0.17 0.25  N1 1.727, C3 1.366, C7 1.386
3 C -1.20 -0.31 0.64  C2 1.366, N4 1.393
4 N -2.12 0.30 -0.21  C3 1.393, C5 1.327
5 C -1.66 0.94 -1.27  N4 1.327, N6 1.345, H11 1.097
6 N -0.38 1.09 -1.65  C5 1.345, C7 1.336
7 C 0.54 0.52 -0.87  C2 1.386, N6 1.336, H12 1.090
8 H 1.43 -1.92 1.06  N1 1.027
9 H 2.13 -0.53 1.55  N1 1.032
10 H 0.68 -1.02 2.20  N1 1.028
11 H -2.40 1.41 -1.94  C5 1.097
12 H 1.58 0.65 -1.18  C7 1.090